[1]
This record from the OMol25 dataset describes a molecular structure, C45H34Cl2N13O4Tl. The level of theory is ωB97M-V/def2-TZVPD.

M (g mol⁻¹): 1096.14
Gap between HOMO and LUMO (eV): 5.41
Total charge: +2
E (Ha): -3840.4328
LUMO energy (eV): -6.4178

Atoms and positions in Å:
Tl1 1.158 -0.756 -0.191
N1 -0.472 -3.913 0.601
C1 0.340 -4.097 -0.426
N2 0.533 -5.350 -0.817
C2 1.257 -5.523 -1.914
N3 1.489 -6.761 -2.332
N4 1.774 -4.514 -2.662
C3 1.565 -3.318 -2.190
N5 0.896 -3.006 -1.069
C4 2.112 -2.197 -3.005
C5 2.609 -2.440 -4.275
C6 3.089 -1.374 -5.016
C7 3.066 -0.107 -4.460
C8 2.564 0.047 -3.180
N6 2.088 -0.979 -2.467
H1 -0.838 -4.735 1.053
H2 -0.725 -2.989 0.930
H3 1.119 -7.538 -1.813
H4 2.027 -6.914 -3.167
H5 2.608 -3.451 -4.652
H6 3.478 -1.533 -6.013
H7 3.435 0.752 -5.002
H8 2.546 1.015 -2.709
C9 6.455 -3.104 0.266
C10 5.325 -3.127 -0.538
C11 4.283 -2.254 -0.277
C12 4.367 -1.368 0.785
C13 5.499 -1.344 1.599
C14 6.538 -2.214 1.333
N7 3.265 -0.490 1.014
N8 3.361 0.241 1.996
C15 2.343 1.186 2.296
C16 2.529 1.921 3.447
C17 1.556 2.848 3.793
C18 0.453 2.994 2.973
C19 0.363 2.219 1.822
N9 1.301 1.333 1.496
H9 7.274 -3.782 0.064
H10 5.257 -3.821 -1.365
H11 3.398 -2.265 -0.893
H12 5.546 -0.652 2.427
H13 7.418 -2.205 1.962
H14 3.410 1.749 4.050
H15 1.658 3.444 4.690
H16 -0.338 3.689 3.211
H17 -0.497 2.297 1.167
O1 -2.878 5.149 -3.758
N10 -1.710 4.862 -3.646
O2 -0.773 5.567 -3.959
C20 -1.399 3.522 -3.099
C21 -2.290 2.553 -3.363
C22 -2.090 1.224 -2.871
C23 -2.978 0.173 -3.156
C24 -2.747 -1.066 -2.621
C25 -1.644 -1.237 -1.781
N11 -0.788 -0.264 -1.519
C26 -0.980 0.949 -2.071
C27 0.001 1.985 -1.842
N12 1.094 1.636 -1.150
C28 2.025 2.539 -0.903
C29 1.909 3.861 -1.329
C30 0.804 4.236 -2.053
C31 -0.192 3.283 -2.345
H18 -3.170 2.780 -3.950
H19 -3.835 0.357 -3.792
H20 -3.408 -1.898 -2.816
H21 -1.458 -2.189 -1.302
H22 2.897 2.208 -0.348
H23 2.685 4.577 -1.093
H24 0.707 5.247 -2.415
Cl1 -4.812 -1.383 0.870
C32 -5.049 0.319 0.622
C33 -6.180 0.742 -0.055
C34 -6.385 2.096 -0.256
C35 -5.452 3.013 0.199
C36 -4.327 2.569 0.875
Cl2 -3.183 3.761 1.401
C37 -4.099 1.213 1.133
N13 -2.989 0.724 1.844
C38 -2.925 0.785 3.252
C39 -3.888 1.542 3.930
C40 -3.956 1.589 5.307
C41 -3.052 0.857 6.060
C42 -2.100 0.112 5.398
C43 -1.990 0.054 4.003
C44 -0.783 -0.816 3.613
C45 -0.213 -1.150 2.251
O3 1.002 -1.445 2.223
O4 -0.876 -1.144 1.163
H25 -6.903 0.012 -0.391
H26 -7.277 2.440 -0.762
H27 -5.591 4.073 0.037
H28 -2.561 -0.095 1.442
H29 -4.625 2.081 3.350
H30 -4.725 2.179 5.788
H31 -3.093 0.859 7.141
H32 -1.388 -0.456 5.988
H33 -0.925 -1.796 4.082
H34 0.082 -0.400 4.130

Atomic partial charges in e from the Löwdin method, atoms 1 to 2: atom 1 (Tl): 1.16, atom 2 (N): 0.23



[2]
This record from the OMol25 dataset describes 3 unconnected molecules or ions with the total composition C2H7NO5 in a non-equilibrium geometry. The level of theory is ωB97M-V/def2-TZVPD.

M (g mol⁻¹): 125.08
Gap between HOMO and LUMO (eV): 11.19
Total charge: 0
E (Ha): -511.3998
SMILES string: O=CNC(=O)O.O.O
LUMO energy (eV): 0.0776

Atoms and positions in Å:
O1 0.940 2.255 -0.813
C1 0.985 1.095 -0.429
N1 0.019 0.191 -0.668
C2 -1.314 0.530 -1.153
O2 -2.151 -0.315 -1.076
O3 -1.387 1.723 -1.683
H1 1.880 0.691 0.029
H2 -0.028 -0.623 -0.073
H3 -0.529 2.170 -1.555
O4 1.614 -2.068 0.335
H4 1.682 -2.419 -0.567
H5 2.492 -1.700 0.488
O5 0.577 -2.066 4.142
H6 0.170 -1.952 3.280
H7 0.186 -2.840 4.556

Atomic partial charges in e from the natural (NBO) method, atoms 1 to 2: atom 1 (O): -0.61, atom 2 (C): 0.54



[3]
This record from the OMol25 dataset describes a single C3H8N4O molecule in a non-equilibrium geometry. The level of theory is ωB97M-V/def2-TZVPD.

M (g mol⁻¹): 116.12
Gap between HOMO and LUMO (spin up / spin down) (eV): 5.94 / 7.66
Total charge: 0
E (Ha): -413.1029
Spin multiplicity: 3
LUMO energy (spin up / spin down) (eV): 0.9431 / -0.6497

Atoms and positions in Å:
C1 1.639 -0.444 0.031
C2 -2.643 -0.307 -0.038
C3 3.104 -0.148 -0.149
N1 -0.577 0.540 0.343
N2 0.722 0.471 0.276
N3 -1.331 -0.544 0.176
N4 -3.100 0.992 -0.120
O1 -0.782 -1.706 0.073
H1 1.555 -1.537 -0.060
H2 -3.376 -0.971 -0.377
H3 3.191 0.706 -0.761
H4 3.494 -0.945 -0.621
H5 3.724 0.030 0.761
H6 1.209 1.334 0.263
H7 -4.070 0.967 -0.419
H8 -2.759 1.562 0.622

Atomic partial charges in e from the natural (NBO) method, atoms 1 to 2: atom 1 (C): -0.06, atom 2 (C): 0.12



[4]
This record from the OMol25 dataset describes 2 unconnected molecules or ions with the total composition C4H11NO in a non-equilibrium geometry. The level of theory is ωB97M-V/def2-TZVPD.

M (g mol⁻¹): 89.14
Gap between HOMO and LUMO (eV): 10.67
Total charge: 0
E (Ha): -288.9961
SMILES string: CC(N)=O.CC
LUMO energy (eV): 0.8263

Atoms and positions in Å:
C1 0.882 1.580 -0.034
C2 -0.619 1.624 0.169
N1 -1.295 0.622 -0.525
O1 -1.241 2.366 0.894
H1 1.432 2.465 0.272
H2 1.110 1.296 -1.061
H3 1.271 0.755 0.576
H4 -2.289 0.715 -0.609
H5 -0.775 -0.167 -0.886
C3 0.381 -2.218 0.205
C4 1.508 -2.961 -0.460
H6 0.390 -1.156 0.387
H7 -0.478 -2.320 -0.486
H8 -0.050 -2.765 1.054
H9 2.291 -3.216 0.271
H10 2.129 -2.364 -1.136
H11 1.119 -3.821 -0.989

Atomic partial charges in e from the natural (NBO) method, atoms 1 to 2: atom 1 (C): -0.72, atom 2 (C): 0.68



[5]
This record from the OMol25 dataset describes a single C2H6N4S molecule in a non-equilibrium geometry. The level of theory is ωB97M-V/def2-TZVPD.

M (g mol⁻¹): 118.16
Gap between HOMO and LUMO (eV): 9.00
Total charge: 0
E (Ha): -696.9490
SMILES string: NN/C=N\C=N\S
LUMO energy (eV): 0.7346

Atoms and positions in Å:
N1 2.193 -1.185 0.026
N2 1.024 -0.454 -0.036
C1 0.986 0.915 -0.096
N3 -0.077 1.636 -0.014
C2 -1.373 1.091 0.009
N4 -1.698 -0.144 -0.175
S1 -3.338 -0.448 -0.012
H1 2.775 -1.124 -0.793
H2 2.661 -0.950 0.847
H3 0.118 -0.902 0.084
H4 1.950 1.434 -0.168
H5 -2.103 1.885 0.329
H6 -3.118 -1.753 -0.001

Atomic partial charges in e from the natural (NBO) method, atoms 1 to 2: atom 1 (N): -0.65, atom 2 (N): -0.45



[6]
This record from the OMol25 dataset describes a molecular structure, C14H18BCoN7O2 in a non-equilibrium geometry. The level of theory is ωB97M-V/def2-TZVPD.

M (g mol⁻¹): 386.09
Gap between HOMO and LUMO (spin up / spin down) (eV): 6.67 / 5.12
Total charge: +2
E (Ha): -2485.0108
Spin multiplicity: 4
LUMO energy (spin up / spin down) (eV): -9.3763 / -10.9077

Atoms and positions in Å:
C1 -0.273 2.988 -0.570
N1 -0.068 1.702 -1.003
N2 0.068 1.766 -2.376
C2 -0.016 3.039 -2.768
C3 -0.236 3.845 -1.661
B1 0.240 0.490 -3.250
N3 1.396 -0.394 -2.726
N4 1.457 -0.682 -1.353
C4 2.574 -1.468 -1.233
C5 3.197 -1.659 -2.475
C6 2.422 -0.961 -3.385
Co1 -0.007 0.147 -0.152
N5 -1.083 -0.321 -3.353
N6 -1.681 -0.838 -2.225
C7 -2.824 -1.400 -2.664
C8 -2.956 -1.263 -4.058
C9 -1.822 -0.579 -4.454
H1 -3.509 -1.879 -1.961
H2 -1.468 -0.247 -5.425
H3 -3.758 -1.620 -4.696
H4 0.519 0.866 -4.359
H5 2.506 -0.808 -4.456
H6 0.085 3.267 -3.822
H7 4.095 -2.225 -2.689
H8 -0.354 4.924 -1.652
H9 2.869 -1.837 -0.250
H10 -0.422 3.189 0.489
H11 -0.828 -1.546 -0.286
C10 -0.195 -1.632 0.707
H12 0.588 -2.373 0.529
H13 0.400 -0.648 1.251
H14 -0.912 -1.827 1.513
O1 -0.698 1.777 2.255
C11 -1.747 1.434 1.667
C12 -3.185 1.662 2.189
C13 -3.808 0.346 1.896
C14 -2.927 -0.192 0.725
O2 -3.126 -1.306 0.206
N7 -1.803 0.627 0.536
H15 -3.196 1.961 3.233
H16 -3.612 2.423 1.550
H17 -3.682 -0.382 2.708
H18 -4.849 0.431 1.608

Atomic partial charges in e from the natural (NBO) method, atoms 1 to 2: atom 1 (C): 0.04, atom 2 (N): -0.36